Molecular formula: C16H36F3GaN5O6PSSe
Method: DFT, ωB97M-V/def2-TZVPD

Calculated values
Gap between HOMO and LUMO in eV: 9.31
Maximum force in hartree/bohr: 0.0268
E_LUMO in eV: -4.8
Net charge: +2
2S+1: 1
ΔE to the lowest compared entry with this formula, charge and spin in eV: 0.427

Positions of all 70 atoms, in Å:
Ga  0.19217  0.86115  0.48377
N  1.72786  1.09949  2.09578
C  3.05988  1.53331  1.63776
C  3.33605  0.88770  0.28527
N  2.15985  0.97228  -0.60902
C  2.09635  2.18482  -1.43755
C  1.65077  3.37883  -0.59953
N  0.50880  2.98956  0.26730
H  1.79099  0.18008  2.53054
H  1.35997  1.71298  2.81577
H  3.84297  1.24625  2.33650
H  3.07110  2.61772  1.57824
H  3.53661  -0.16707  0.44380
H  4.21667  1.33813  -0.17478
H  2.16896  0.15935  -1.21684
H  1.36880  1.99659  -2.22550
H  3.05526  2.40693  -1.90974
H  1.37886  4.19835  -1.26108
H  2.46455  3.74259  0.01923
H  -0.35985  3.38395  -0.07479
H  0.61082  3.35809  1.20729
F  -4.40271  0.85351  0.79648
C  -3.51759  1.61727  1.40132
F  -2.93065  2.40759  0.47071
F  -4.09841  2.38638  2.29637
S  -2.22257  0.55445  2.20690
O  -2.62892  0.34163  3.55229
O  -2.09899  -0.59672  1.33643
O  -0.95589  1.39047  2.06120
C  -2.03247  -0.54379  -4.45824
N  -2.07350  0.89730  -4.17045
C  -2.58013  1.85312  -5.03311
C  -2.49620  3.03449  -4.39981
N  -1.93915  2.78728  -3.15112
C  -1.74390  3.83010  -2.15410
C  -1.68817  1.47949  -3.02546
Se  -0.99477  0.35689  -1.68052
H  -2.36149  -0.69263  -5.48086
H  -2.69412  -1.07714  -3.78079
H  -1.02034  -0.92030  -4.34200
H  -2.95400  1.60823  -6.01246
H  -2.78029  4.02346  -4.71647
H  -2.30059  4.70759  -2.46504
H  -0.69110  4.09979  -2.08395
H  -2.14127  3.50226  -1.19834
C  -1.29744  -4.75183  1.30747
C  -1.62105  -3.36795  0.80479
O  -0.39291  -2.75378  0.27828
P  0.49404  -1.57967  0.78168
O  0.82900  -1.83759  2.31671
C  -0.05215  -1.92062  3.48236
C  0.80953  -2.12111  4.70027
O  1.88470  -1.83689  0.07908
C  2.61364  -3.11275  0.15280
C  2.33669  -3.96503  -1.05953
H  -2.19296  -5.19156  1.75043
H  -0.51613  -4.72453  2.07068
H  -0.96396  -5.39827  0.49541
H  -2.04884  -2.73058  1.56991
H  -2.30494  -3.39915  -0.03668
H  -0.73238  -2.75854  3.34234
H  -0.64218  -1.00849  3.55710
H  1.42114  -3.01803  4.59791
H  0.17080  -2.23627  5.57760
H  1.46625  -1.26469  4.87073
H  2.34873  -3.61282  1.08268
H  3.66182  -2.82688  0.19832
H  1.28451  -4.23971  -1.12294
H  2.93089  -4.87700  -0.98261
H  2.62296  -3.44802  -1.97620

Here is what Löwdin gives for the atomic charges, in e:
1 Ga 0.20
2 N 0.03
3 C -0.17
4 C -0.14
5 N -0.11
6 C -0.18
7 C -0.17
8 N 0.05
9 H 0.09
10 H 0.11
11 H 0.14
12 H 0.11
13 H 0.11
14 H 0.14
15 H 0.11
16 H 0.09
17 H 0.14
18 H 0.12
19 H 0.12
20 H 0.07
21 H 0.12
22 F 0.18
23 C -0.65
24 F 0.08
25 F 0.19
26 S 0.58
27 O -0.20
28 O -0.36
29 O -0.33
30 C -0.02
31 N -0.12
32 C 0.00
33 C 0.00
34 N -0.09
35 C 0.02
36 C -0.57
37 Se 0.92
38 H 0.10
39 H 0.10
40 H 0.08
41 H 0.14
42 H 0.14
43 H 0.11
44 H 0.09
45 H 0.07
46 C -0.05
47 C -0.21
48 O -0.22
49 P 0.67
50 O -0.25
51 C -0.22
52 C -0.04
53 O -0.28
54 C -0.21
55 C -0.05
56 H 0.10
57 H 0.08
58 H 0.09
59 H 0.09
60 H 0.13
61 H 0.11
62 H 0.08
63 H 0.09
64 H 0.10
65 H 0.08
66 H 0.12
67 H 0.12
68 H 0.07
69 H 0.10
70 H 0.09


Molecular formula: C16H36NO4S
Method: DFT, ωB97M-V/def2-TZVPD

Calculated values
Gap between HOMO and LUMO in eV: 9.57
Maximum force in hartree/bohr: 0.0814
E_LUMO in eV: -2.7
Net charge: +1
2S+1: 1

Positions of all 58 atoms, in Å:
C  3.94765  -2.51230  1.31318
O  3.56601  -3.16485  0.05110
C  3.20062  -2.14220  -0.98408
C  2.13519  -2.87864  -1.98842
C  0.82074  -1.94702  -2.38433
C  -0.08103  -1.72999  -1.03679
C  -1.52248  -2.53993  -1.26176
O  -2.65484  -1.88060  -0.52998
C  -2.10229  -1.64238  0.81346
C  -1.08885  -0.35905  0.70014
S  -2.06991  1.19191  1.08166
N  -0.33195  -0.29131  -0.64449
O  0.76070  0.44142  -0.39977
C  1.10759  1.36814  -1.47454
C  1.45323  2.90754  -0.98616
C  0.23718  3.56761  -0.04898
C  2.94868  3.09269  -0.33671
C  3.40250  1.91228  0.70794
C  2.95432  4.56650  0.43557
H  4.56682  -3.21262  2.04181
H  4.58893  -1.54749  1.14747
H  2.94903  -2.22390  1.88575
H  4.19695  -1.95108  -1.58804
H  2.79924  -1.18706  -0.44065
H  1.68410  -3.80058  -1.37915
H  2.63409  -3.35877  -2.94657
H  1.08761  -0.97558  -2.97765
H  0.18329  -2.62024  -3.13683
H  0.47633  -2.26217  -0.12891
H  -1.42400  -3.69043  -0.95875
H  -1.86414  -2.55121  -2.39458
H  -1.52967  -2.60870  1.20659
H  -2.95617  -1.44601  1.62321
H  -0.23527  -0.50540  1.52092
H  -1.61803  1.57031  2.38670
H  -1.01616  0.11727  -1.31584
H  2.11672  0.95887  -1.96332
H  0.34219  1.45826  -2.35116
H  1.44398  3.56459  -1.98247
H  0.23892  4.75435  -0.17730
H  0.36223  3.25166  1.07339
H  -0.77751  3.20668  -0.53669
H  3.76769  3.16849  -1.17738
H  2.51324  1.41585  1.29916
H  4.20828  2.22939  1.49759
H  3.86482  1.03660  0.04137
H  2.40422  5.37710  -0.24357
H  4.04009  4.97608  0.60299
H  2.37472  4.53764  1.45727
C  -6.81411  -1.37321  1.29043
C  -6.60590  0.02585  1.83209
O  -5.47812  0.04939  2.69453
H  -6.96449  -2.08433  2.10931
H  -7.68283  -1.40931  0.62707
H  -5.93217  -1.70890  0.73519
H  -7.48049  0.34883  2.40462
H  -6.44189  0.74080  1.01994
H  -4.70550  -0.23085  2.17439

Here is what Löwdin gives for the atomic charges, in e:
1 C -0.12
2 O -0.27
3 C -0.19
4 C -0.14
5 C -0.12
6 C -0.18
7 C -0.10
8 O -0.18
9 C -0.19
10 C -0.48
11 S 0.78
12 N -0.14
13 O -0.12
14 C -0.12
15 C -0.27
16 C -0.12
17 C -0.34
18 C -0.10
19 C -0.12
20 H 0.12
21 H 0.10
22 H 0.10
23 H 0.15
24 H 0.10
25 H 0.13
26 H 0.13
27 H 0.12
28 H 0.13
29 H 0.18
30 H 0.17
31 H 0.15
32 H 0.15
33 H 0.14
34 H 0.17
35 H -0.04
36 H 0.20
37 H 0.15
38 H 0.15
39 H 0.16
40 H 0.10
41 H 0.08
42 H 0.06
43 H 0.14
44 H 0.08
45 H 0.10
46 H 0.08
47 H 0.09
48 H 0.09
49 H 0.09
50 C -0.09
51 C -0.32
52 O -0.10
53 H 0.08
54 H 0.08
55 H 0.06
56 H 0.12
57 H 0.11
58 H 0.03


Molecular formula: C16H36NO8S4
Method: DFT, ωB97M-V/def2-TZVPD

Calculated values
Gap between HOMO and LUMO in eV: 9.94
Maximum force in hartree/bohr: 0.1880
E_LUMO in eV: -2.4
Net charge: +1
2S+1: 1
ΔE to the lowest compared entry with this formula, charge and spin in eV: 2.900

Positions of all 65 atoms, in Å:
N  -1.82686  -2.56312  0.13591
H  -1.00595  -2.10832  0.55494
H  -1.45064  -3.35754  0.11269
H  -1.80082  -2.08699  -0.66265
H  -2.63361  -2.32372  0.56514
C  -1.67363  3.59482  1.82540
C  -2.88126  2.86602  2.45923
C  -3.78477  2.24028  1.38830
S  -2.57855  1.73066  0.27525
O  -3.06205  2.09311  -0.97325
O  -2.19067  0.43335  0.49545
C  -1.19169  2.84441  0.53851
H  -0.96051  3.48089  2.70227
H  -1.97772  4.48484  1.83166
H  -3.50300  3.26496  3.21310
H  -2.33682  1.96808  3.05240
H  -4.42963  3.07340  1.11766
H  -4.26051  1.46449  1.80014
H  -1.34745  3.41701  -0.42256
H  -0.33361  2.27530  0.49711
C  1.08083  -2.15679  5.27941
C  -0.25435  -2.59742  4.70512
C  -0.90322  -1.31987  4.22962
S  0.34878  -0.43656  3.35247
O  0.25734  0.97767  3.53789
O  0.43342  -0.97584  2.04344
C  1.66528  -1.09807  4.32008
H  1.80575  -3.02016  5.26350
H  1.06759  -1.67968  6.17063
H  -0.74154  -3.01226  5.73557
H  -0.32244  -3.44267  3.89518
H  -1.21844  -0.90706  5.11711
H  -1.79022  -1.76810  3.73144
H  2.06657  -0.08980  4.75952
H  2.36689  -1.56762  3.48768
C  4.09322  0.13374  -1.48969
C  4.06115  -1.06512  -2.48058
C  3.52703  -2.23714  -1.62525
S  2.33754  -1.61787  -0.43142
O  2.85565  -2.04167  0.80493
O  0.98612  -1.88963  -0.78356
C  2.75930  0.04218  -0.67741
H  4.16315  0.88133  -2.16059
H  4.96456  0.32967  -0.94601
H  5.05892  -1.43302  -2.70763
H  3.51726  -0.74940  -3.44840
H  4.35987  -2.88503  -0.96722
H  3.10672  -3.00595  -2.40943
H  2.76648  0.52620  0.29426
H  2.02538  0.35567  -1.34127
C  -1.51580  1.53110  -5.16447
C  -0.21178  0.83032  -5.51457
C  0.57424  0.50694  -4.20985
S  -0.61530  0.16605  -3.04161
O  -0.45912  0.91687  -1.89583
O  -0.77478  -1.21858  -2.98492
C  -2.05697  0.75424  -3.97631
H  -2.37506  1.70903  -5.84300
H  -1.09110  2.45228  -4.95660
H  0.44731  1.46299  -6.08583
H  -0.57325  -0.07121  -6.14883
H  1.08530  1.44460  -3.83154
H  1.29876  -0.30224  -4.51476
H  -2.65038  1.04281  -3.31152
H  -2.29691  -0.26682  -4.28646

Here is what Löwdin gives for the atomic charges, in e:
1 N 0.44
2 H 0.13
3 H 0.07
4 H 0.07
5 H 0.12
6 C -0.16
7 C -0.21
8 C -0.22
9 S 0.55
10 O -0.29
11 O -0.28
12 C -0.14
13 H 0.13
14 H 0.03
15 H 0.10
16 H 0.14
17 H 0.13
18 H 0.06
19 H 0.12
20 H 0.06
21 C -0.22
22 C -0.24
23 C -0.26
24 S 0.61
25 O -0.30
26 O -0.33
27 C -0.22
28 H 0.14
29 H 0.08
30 H 0.17
31 H 0.15
32 H 0.08
33 H 0.12
34 H 0.14
35 H 0.14
36 C -0.17
37 C -0.20
38 C -0.24
39 S 0.59
40 O -0.31
41 O -0.32
42 C -0.20
43 H 0.07
44 H 0.10
45 H 0.11
46 H 0.13
47 H 0.17
48 H 0.13
49 H 0.12
50 H 0.06
51 C -0.19
52 C -0.21
53 C -0.24
54 S 0.56
55 O -0.27
56 O -0.30
57 C -0.16
58 H 0.14
59 H 0.09
60 H 0.11
61 H 0.15
62 H 0.13
63 H 0.13
64 H 0.00
65 H 0.11


Molecular formula: C16H36O16Zr
Method: DFT, ωB97M-V/def2-TZVPD

Calculated values
Gap between HOMO and LUMO in eV: 8.00
Maximum force in hartree/bohr: 0.1042
E_LUMO in eV: 0.6
2S+1: 1
ΔE to the lowest compared entry with this formula, charge and spin in eV: 5.711

Positions of all 69 atoms, in Å:
Zr  13.27773  -15.56492  -6.10763
C  10.55521  -16.04882  -3.87879
O  11.42810  -15.75046  -4.92695
H  11.04983  -16.82602  -3.29621
H  10.34121  -15.22378  -3.19937
H  9.62724  -16.52667  -4.19285
C  11.29347  -14.41714  -8.90500
O  12.09593  -14.89749  -7.85245
H  11.94995  -13.58337  -9.15392
H  11.28340  -15.14461  -9.71667
H  10.39968  -13.85988  -8.62448
C  15.33559  -14.47474  -3.43230
O  14.59518  -14.89704  -4.52559
H  15.75596  -13.47023  -3.48073
H  14.69400  -14.51037  -2.55185
H  16.19074  -15.13984  -3.31204
C  15.81629  -17.72852  -7.70128
O  14.93028  -16.77284  -7.16704
H  16.79591  -17.32458  -7.95680
H  16.02622  -18.56255  -7.03164
H  15.28360  -18.03597  -8.60118
C  9.83098  -12.78965  -5.65914
O  10.80748  -11.90757  -5.00830
C  12.10346  -12.09880  -5.10570
O  12.69834  -13.06788  -5.71819
O  12.69937  -10.97675  -4.67616
C  14.10101  -10.83922  -4.65284
H  10.14453  -12.94653  -6.69121
H  8.86236  -12.30115  -5.76514
H  9.76258  -13.74420  -5.13735
H  14.38773  -9.95605  -5.22371
H  14.85309  -11.59995  -4.86202
H  14.16099  -10.75398  -3.56783
C  17.49680  -11.88648  -7.07596
O  16.61521  -12.93277  -6.74966
C  15.61791  -13.46421  -7.64942
O  14.55605  -13.96623  -7.23306
O  16.09514  -13.24392  -8.89999
C  15.48012  -13.65669  -10.11492
H  18.33580  -12.02526  -7.75780
H  18.01245  -11.70647  -6.13266
H  16.87483  -11.00368  -7.22401
H  14.41144  -13.44385  -10.14167
H  15.81786  -14.68769  -10.22019
H  16.04856  -13.12906  -10.88080
C  14.48885  -17.48493  -1.98589
O  13.66280  -18.49291  -2.56571
C  13.34807  -18.46685  -3.91435
O  13.65580  -17.56071  -4.65388
O  12.52197  -19.41078  -4.27440
C  11.96273  -20.37128  -3.43870
H  13.82266  -16.62326  -1.94337
H  15.41594  -17.18338  -2.47341
H  14.75629  -17.77524  -0.96987
H  11.39811  -21.14731  -3.95550
H  11.17482  -19.77953  -2.97272
H  12.51770  -20.89945  -2.66336
C  10.07550  -19.56377  -6.00064
O  10.14895  -19.26504  -7.41618
C  11.17075  -18.53125  -7.81412
O  11.96609  -17.95478  -7.06371
O  11.21956  -18.24633  -9.11702
C  10.71511  -19.04926  -10.20574
H  9.96934  -18.60550  -5.49217
H  10.87493  -20.19023  -5.60498
H  9.25618  -20.22900  -5.72806
H  10.13474  -18.63182  -11.02855
H  10.04295  -19.74875  -9.70873
H  11.51208  -19.67506  -10.60738

Here is what Löwdin gives for the atomic charges, in e:
1 Zr 2.07
2 C -0.25
3 O -0.47
4 H 0.05
5 H 0.07
6 H 0.06
7 C -0.22
8 O -0.50
9 H 0.05
10 H 0.07
11 H 0.05
12 C -0.25
13 O -0.46
14 H 0.06
15 H 0.06
16 H 0.07
17 C -0.25
18 O -0.48
19 H 0.05
20 H 0.06
21 H 0.06
22 C 0.03
23 O 0.02
24 C -0.47
25 O -0.03
26 O 0.01
27 C -0.04
28 H 0.07
29 H 0.09
30 H 0.08
31 H 0.10
32 H 0.08
33 H 0.10
34 C -0.09
35 O -0.05
36 C -0.36
37 O -0.04
38 O -0.02
39 C 0.00
40 H 0.09
41 H 0.09
42 H 0.10
43 H 0.10
44 H 0.11
45 H 0.09
46 C -0.03
47 O -0.02
48 C -0.52
49 O 0.03
50 O 0.01
51 C -0.06
52 H 0.09
53 H 0.09
54 H 0.09
55 H 0.09
56 H 0.11
57 H 0.11
58 C 0.00
59 O 0.02
60 C -0.55
61 O 0.07
62 O 0.01
63 C -0.02
64 H 0.10
65 H 0.06
66 H 0.10
67 H 0.09
68 H 0.08
69 H 0.09